A gas-phase ion, C3H3NO2P (charge -1) in a non-equilibrium geometry, computed with ωB97M-V/def2-TZVPD.

Geometry as XYZ:
```
10
Properties=species:S:1:pos:R:3:forces:R:3
N 0.4306 -0.5673 -1.1924 0.5 -0.9 -0.3
P 0.0097 -1.5308 0.2853 -0.5 -1.3 -3.4
C -1.9075 -1.0427 0.3866 2.7 -1.9 1.4
O -2.5636 -1.9363 0.9634 -0.4 1.9 -1.0
C -1.9016 0.1866 -0.2076 -1.6 -1.6 1.1
C -2.3194 1.3474 -0.2165 -0.7 -0.6 -1.2
O -2.7297 2.4022 -0.5044 -0.6 3.1 0.1
H 0.8835 0.3581 -1.1429 -1.0 -0.9 0.2
H -0.2665 -0.6342 -1.9566 0.8 0.3 1.1
H 0.5305 -0.5975 1.0530 0.7 1.8 2.0
```
Positions in Å, forces in eV/Å.

Results
ΔE to the lowest compared entry with this formula, charge and spin = 1.5488 eV
LUMO level = 4.06 eV
SMILES = NPC([O-])=C=C=O
HOMO-LUMO gap = 0.2630 hartree
total charge = -1

2 unconnected molecules or ions with the total composition C6H10O in a non-equilibrium geometry, computed with ωB97M-V/def2-TZVPD.

Geometry as XYZ:
```
17
Properties=species:S:1:pos:R:3:forces:R:3
C 2.1207 1.0883 -0.3084 2.3 -0.7 0.8
C 0.8792 1.2302 -0.5123 -5.9 0.8 -0.2
C -1.4610 0.7148 0.7061 0.6 0.5 2.5
C 0.2438 -1.1014 1.0713 1.6 -1.3 -1.0
C -1.0233 -0.9101 -1.1659 2.9 1.5 -1.8
C -0.6172 -0.3689 0.1363 2.4 4.0 -0.9
O -2.4075 1.3181 0.2761 -0.3 -0.3 -1.4
H 2.8776 1.8851 -0.5243 -0.5 -1.2 0.2
H 2.2868 0.1022 0.1620 1.2 0.6 -0.1
H 0.2790 2.1164 -0.9008 0.8 -1.3 0.4
H -1.1747 1.0405 1.7706 0.4 -0.7 -0.9
H 1.1698 -1.5067 0.5300 -1.4 0.2 0.6
H 0.6346 -0.6437 1.9505 0.0 1.3 0.4
H -0.3161 -1.9015 1.4867 -0.4 -1.4 0.1
H -1.1689 -0.0775 -1.8808 0.3 -0.3 0.3
H -0.3986 -1.6678 -1.6538 0.4 0.4 0.5
H -1.9243 -1.3180 -1.1432 -4.3 -2.0 0.5
```
Positions in Å, forces in eV/Å.

Results
ΔE to the lowest compared entry with this formula, charge and spin = 3.9017 eV
LUMO level = 0.20 eV
HOMO-LUMO gap = 0.3332 hartree

A molecular structure, C23H45BF4Mg2N3O18S2 in a non-equilibrium geometry, computed with ωB97M-V/def2-TZVPD.

Geometry as XYZ:
```
98
Properties=species:S:1:pos:R:3:forces:R:3
C 0.5238 -1.3287 -3.0625 -1.3 -0.8 -0.3
N 0.8421 -0.4732 -1.8749 1.2 -1.2 0.3
C 2.2850 -0.0788 -1.8010 -0.3 -0.4 0.7
C 2.6043 1.4470 -2.2267 -0.2 -1.2 0.0
C 4.1179 1.4015 -2.8237 0.0 -0.2 0.3
C 5.1400 0.6256 -1.8264 -0.9 1.0 0.1
F 6.5016 1.1450 -1.9362 -2.1 -1.2 0.1
N 2.4630 2.2408 -0.9342 -0.4 1.2 -2.2
C 1.0424 2.7537 -0.8476 -1.5 0.8 3.2
O 0.6290 3.1876 0.2679 1.6 -1.6 -5.3
C 0.2617 2.6441 -2.2831 1.3 -1.5 -0.5
C 1.5809 2.2570 -3.1747 0.1 2.7 0.5
S 1.3491 1.7556 -4.9496 -0.7 0.3 0.3
H 1.3593 -2.0787 -3.3494 -1.0 1.2 0.5
H -0.4063 -1.9705 -2.7655 1.7 1.2 -0.7
H 0.2273 -0.7030 -3.9843 0.6 -1.0 1.5
H 0.6845 -1.0757 -1.0354 0.0 0.9 -1.0
H 2.9052 -0.8709 -2.3672 -0.6 1.3 0.4
H 2.5869 -0.1746 -0.6794 -0.3 0.4 -1.9
H 4.5249 2.4637 -3.0313 -0.6 -1.7 0.3
H 4.0851 0.7629 -3.7934 0.0 1.4 1.5
H 5.1402 -0.4997 -2.1464 -0.5 2.2 0.3
H 4.8081 0.6585 -0.7224 0.7 0.2 -1.7
H 2.9924 3.0999 -1.2209 -0.4 -0.5 1.1
H -0.2655 3.6116 -2.6490 1.1 -1.6 0.9
H -0.4410 1.7261 -2.4038 1.0 1.7 0.9
H 2.1065 3.2990 -3.2355 -0.6 -1.7 -0.1
H 0.2789 2.5688 -5.3843 1.1 -0.7 0.9
Mg 6.4899 -1.7306 -1.9974 1.2 -0.9 0.0
O -2.1667 -1.1011 -4.6795 -0.5 0.2 0.1
S -3.1200 -1.5134 -3.6364 -0.1 0.1 -0.2
O -2.5512 -2.6271 -2.8573 -0.4 0.0 0.2
O -4.3765 -1.9487 -4.2685 0.3 -0.2 0.0
O -3.3867 -0.3757 -2.7401 0.4 -0.2 0.0
C 1.4311 2.6224 -9.4476 0.5 -1.0 -0.2
C 1.6737 4.0953 -9.5134 0.0 0.4 -0.6
O 0.5201 4.6409 -8.9095 0.3 -0.5 0.5
C 0.0999 3.7000 -8.0182 -1.4 0.0 1.4
O -0.6851 3.9119 -7.1323 1.0 -0.3 -1.1
O 0.6848 2.4897 -8.2483 -0.3 0.8 0.1
F 1.7297 4.5219 -10.7975 0.1 0.2 -0.1
H 0.8356 2.2544 -10.2883 0.1 0.3 0.0
H 2.3588 2.0493 -9.3977 -0.2 0.0 0.2
H 2.5645 4.4290 -8.9727 0.0 0.1 -0.2
C -0.5407 1.6477 2.6855 -0.3 0.1 0.2
C -0.8666 0.3516 1.9547 0.3 0.4 0.1
N -0.5886 -0.8575 2.7207 -0.2 -0.4 -0.3
C -0.6673 -2.0735 1.9128 0.4 0.1 0.1
C -2.0275 -2.4479 1.3286 -0.2 -0.2 -0.2
C -1.2103 -0.9421 4.0405 0.4 0.3 0.4
C -2.7344 -0.8650 4.1118 -0.3 -0.1 0.1
H 0.5075 1.6712 2.9965 -0.1 0.0 0.0
H -0.7126 2.5000 2.0227 0.0 -0.2 0.0
H -1.1703 1.7950 3.5674 0.1 0.0 0.0
H -0.2559 0.3425 1.0448 -0.1 -0.3 0.0
H -1.9131 0.3924 1.6258 -0.1 0.0 -0.1
H -0.2879 -2.9202 2.4962 -0.1 0.2 0.1
H 0.0393 -1.9718 1.0799 0.0 0.2 0.1
H -2.6904 -2.8728 2.0840 0.0 0.1 0.0
H -1.8976 -3.2130 0.5568 0.0 0.1 0.0
H -2.5281 -1.5985 0.8581 0.1 0.0 0.0
H -0.8002 -0.1412 4.6643 0.0 0.0 -0.2
H -0.8797 -1.8610 4.5382 0.1 0.0 -0.3
H -3.1491 -0.0946 3.4576 0.1 0.0 0.0
H -3.0417 -0.6234 5.1338 0.1 0.0 -0.1
H -3.1971 -1.8220 3.8617 0.0 0.1 -0.1
C -8.3024 -3.2153 6.1311 -0.2 -0.3 0.5
O -7.8049 -2.3596 5.1028 0.6 -0.3 -0.7
C -7.0332 -2.9795 4.1943 -0.3 0.2 0.6
O -6.7450 -4.1566 4.1866 -0.2 0.6 -0.3
O -6.6344 -2.0643 3.2892 -0.2 -0.4 0.0
C -5.8032 -2.5919 2.2642 0.5 0.8 0.5
H -8.9099 -2.6094 6.8048 0.2 0.1 -0.3
H -8.9344 -3.9999 5.7074 0.2 0.0 0.0
H -7.4790 -3.6487 6.7038 -0.1 0.0 -0.2
H -6.3410 -3.3596 1.6882 0.0 1.6 0.8
H -4.8815 -3.0014 2.6862 -0.2 -0.2 -0.1
H -5.5403 -1.7754 1.5893 -0.2 -0.1 0.1
O 2.7305 0.9309 3.2444 0.7 0.5 -0.5
H 1.9848 0.3352 3.2887 -0.7 -0.6 0.4
O 0.5476 4.3876 4.9455 0.2 -0.1 -0.2
H 0.9334 3.5775 5.3092 -0.2 0.0 -0.1
H 0.7727 4.3521 4.0069 0.0 -0.1 0.2
Mg -6.4061 -4.8947 0.9054 -0.1 -1.9 -1.0
C 9.5939 -3.2548 -5.0204 1.1 0.1 -0.8
O 8.5926 -3.8787 -5.6180 0.0 0.2 0.4
H 9.7254 -2.1789 -5.2467 -0.6 0.4 0.0
H 9.5820 -3.2306 -3.9076 -0.7 0.0 0.8
H 10.6148 -3.6357 -5.2103 0.0 -0.5 -0.1
B -0.3490 0.8591 8.7173 -1.7 0.7 1.9
O -0.2035 1.3760 7.3457 0.8 -0.5 -0.5
C 0.8569 0.7779 6.8062 -1.4 2.1 -2.0
O 1.2542 0.9803 5.6772 -0.2 -0.1 0.5
C 1.4474 -0.1409 7.7753 1.5 -2.3 2.3
O 2.4223 -0.8379 7.5964 -0.6 0.5 -0.1
O 0.7471 -0.1047 8.9087 0.4 0.1 -0.9
F -1.6191 0.2007 8.8655 1.1 0.6 -0.2
F -0.2357 1.9327 9.6655 -0.2 -1.1 -0.9
```
Positions in Å, forces in eV/Å.

Results
LUMO level = -3.94 eV
HOMO-LUMO gap = 0.0515 hartree
total charge = -1

C4H5NO2 in the gas phase in a non-equilibrium geometry, computed with ωB97M-V/def2-TZVPD.

Geometry as XYZ:
```
12
Properties=species:S:1:pos:R:3:forces:R:3
C 1.7383 -0.1900 -0.0099 0.1 3.2 3.4
C 0.3008 0.1203 -0.0733 0.0 0.0 0.8
C -0.3701 1.2671 0.0318 -0.6 -0.1 -1.4
O -1.7117 1.0790 -0.0463 0.0 -0.4 0.9
N -1.8751 -0.3070 0.0491 -2.3 0.0 -1.0
O -3.0355 -0.7583 -0.0212 0.7 0.4 0.4
C -0.7142 -0.8661 0.0245 1.0 -0.5 -0.2
H 2.2341 -0.2731 -0.8713 1.4 -1.2 -3.8
H 2.4203 0.6281 0.4501 -1.6 -1.0 -0.1
H 1.7771 -1.0250 0.6145 0.9 -1.6 0.8
H -0.1064 2.2540 -0.1529 0.7 1.6 0.2
H -0.6576 -1.9290 0.0048 0.0 -0.4 0.1
```
Positions in Å, forces in eV/Å.

Results
ΔE to the lowest compared entry with this formula, charge and spin = 4.3557 eV
LUMO level = 0.71 eV
SMILES = Cc1co[n+]([O-])c1
HOMO-LUMO gap = 0.3379 hartree